{
  "formula": "C30H22N3O4PS2Ti",
  "method": "the ωB97M-V functional and the def2-TZVPD basis",
  "elements": ["Ti", "O", "C", "O", "C", "C", "C", "C", "C", "N", "H", "H", "H", "H", "C", "C", "N", "C", "C", "C", "C", "C", "C", "C", "C", "C", "N", "C", "H", "H", "H", "H", "H", "H", "H", "H", "O", "O", "S", "P", "S", "C", "C", "C", "C", "C", "C", "C", "C", "C", "C", "C", "C", "H", "H", "H", "H", "H", "H", "H", "H", "H", "H"],
  "coordinates": [[-2.0782, -0.4058, -1.0722], [-2.9799, 1.1904, 2.4992], [-2.6821, 0.4804, 1.5692], [-2.7099, 0.8220, 0.3085], [-2.2281, -0.9486, 1.8032], [-2.4896, -1.5675, 3.0059], [-2.0682, -2.8796, 3.1567], [-1.4357, -3.5136, 2.0958], [-1.2585, -2.8298, 0.9065], [-1.6508, -1.5639, 0.7656], [-2.9829, -1.0057, 3.7844], [-2.2288, -3.4056, 4.0885], [-1.0861, -4.5328, 2.1768], [-0.7967, -3.2986, 0.0499], [1.6077, -1.4599, -3.4693], [0.6417, -1.3793, -2.4605], [-0.4203, -0.6051, -2.5560], [-0.5747, 0.1462, -3.6705], [0.3286, 0.1188, -4.7347], [1.4505, -0.7188, -4.6088], [0.0689, 0.9328, -5.8875], [-1.0247, 1.7232, -5.9558], [-1.9534, 1.7870, -4.8654], [-3.0904, 2.6096, -4.8524], [-3.9048, 2.6284, -3.7490], [-3.5862, 1.8215, -2.6565], [-2.5279, 1.0321, -2.6528], [-1.7143, 1.0069, -3.7294], [2.4656, -2.0981, -3.3153], [0.7779, -1.9275, -1.5333], [2.1802, -0.7594, -5.4081], [0.7754, 0.8978, -6.7072], [-1.2149, 2.3323, -6.8302], [-3.3111, 3.2283, -5.7136], [-4.7825, 3.2566, -3.7081], [-4.1900, 1.8107, -1.7575], [-3.6787, -1.2330, -1.1147], [-2.7211, -1.8797, -1.9391], [2.0438, -2.1576, 0.5312], [1.5910, -0.3265, 1.1585], [0.3768, 0.8542, 0.0588], [3.1224, 0.6456, 1.4117], [3.0465, 2.0257, 1.5913], [4.1941, 2.7597, 1.8484], [5.4257, 2.1223, 1.9256], [5.5044, 0.7498, 1.7451], [4.3559, 0.0118, 1.4904], [0.9099, -0.4026, 2.8599], [1.2383, -1.4622, 3.7020], [0.7787, -1.4788, 5.0112], [-0.0195, -0.4447, 5.4852], [-0.3563, 0.6071, 4.6465], [0.1105, 0.6301, 3.3394], [2.0883, 2.5234, 1.5139], [4.1269, 3.8316, 1.9848], [6.3219, 2.6965, 2.1242], [6.4626, 0.2488, 1.8005], [4.4098, -1.0592, 1.3422], [1.8534, -2.2689, 3.3249], [1.0446, -2.3024, 5.6625], [-0.3836, -0.4640, 6.5050], [-0.9970, 1.4067, 4.9948], [-0.1754, 1.4410, 2.6794]],
  "forces_ev_per_angstrom": [[0.72, -0.44, 0.58], [-0.08, 0.01, 0.00], [-0.01, 0.03, 0.04], [-0.25, -0.16, -0.21], [-0.36, 0.30, -0.02], [0.32, -0.18, 0.01], [0.04, -0.04, -0.07], [-0.02, 0.02, 0.08], [0.03, 0.05, 0.01], [-0.41, 0.07, -0.17], [0.02, 0.01, 0.02], [-0.01, 0.00, 0.00], [0.00, 0.00, 0.01], [-0.02, 0.01, 0.00], [0.05, 0.02, -0.10], [-0.13, -0.03, 0.16], [-0.10, -0.02, -0.27], [0.20, -0.21, 0.02], [-0.12, 0.06, 0.02], [0.06, -0.03, 0.02], [-0.03, 0.05, -0.03], [0.07, -0.02, -0.06], [0.12, -0.05, 0.09], [-0.04, 0.03, 0.00], [-0.04, 0.07, -0.08], [0.00, -0.08, 0.19], [0.03, 0.07, 0.16], [-0.16, 0.14, -0.14], [0.00, -0.01, 0.00], [-0.03, 0.03, -0.04], [0.00, 0.00, 0.00], [-0.01, 0.01, -0.01], [0.01, -0.01, -0.01], [0.00, 0.00, 0.00], [0.00, 0.00, 0.01], [0.01, 0.00, 0.00], [-0.14, 0.23, 0.12], [0.32, 0.11, -0.10], [0.04, 0.05, 0.10], [0.05, -0.03, -0.03], [-0.12, -0.03, -0.26], [-0.07, 0.02, 0.03], [0.04, 0.00, 0.01], [-0.03, -0.02, -0.01], [0.00, -0.01, 0.00], [0.01, 0.00, 0.00], [0.00, -0.01, 0.00], [0.01, 0.00, -0.06], [0.01, 0.04, 0.03], [-0.01, -0.01, -0.02], [0.00, -0.02, -0.02], [0.01, 0.01, -0.03], [-0.01, 0.06, 0.04], [0.00, 0.00, 0.01], [0.00, 0.00, 0.00], [0.00, 0.00, 0.00], [0.00, 0.00, 0.00], [-0.01, 0.00, 0.00], [0.00, -0.02, -0.03], [-0.01, 0.00, 0.00], [0.01, 0.00, 0.01], [-0.01, -0.01, 0.01], [0.04, -0.04, 0.04]],
  "mol_weight_g_mol": 631.50,
  "gap_ha": 0.2409,
  "e_lumo_ev": -1.17,
  "e_homo_ev": -7.7
}


{
  "formula": "C30H22N4O2PS2V",
  "method": "the ωB97M-V functional and the def2-TZVPD basis",
  "elements": ["V", "O", "C", "N", "C", "C", "C", "C", "C", "C", "N", "C", "O", "C", "C", "C", "C", "C", "N", "C", "C", "C", "C", "C", "N", "H", "H", "H", "H", "H", "H", "H", "H", "H", "H", "H", "H", "S", "P", "S", "C", "C", "C", "C", "C", "C", "C", "C", "C", "C", "C", "C", "H", "H", "H", "H", "H", "H", "H", "H", "H", "H"],
  "coordinates": [[0.1002, -0.5923, -1.1488], [1.3676, 3.1245, -1.9029], [1.2086, 1.9357, -1.7926], [0.0457, 1.2585, -1.4945], [-1.2103, 1.8989, -1.5191], [-1.5146, 3.2309, -1.7780], [-2.8473, 3.6036, -1.8692], [-3.8675, 2.6746, -1.7036], [-3.5805, 1.3494, -1.4272], [-2.2483, 0.9680, -1.3202], [-1.7224, -0.3075, -1.1805], [-2.4519, -1.4740, -1.1773], [-3.5905, -1.6330, -0.8274], [-1.6078, -2.5702, -1.7732], [-2.0330, -3.8762, -1.8865], [-1.2388, -4.7695, -2.5919], [-0.0734, -4.3126, -3.1951], [0.2958, -2.9913, -3.0234], [-0.4463, -2.1425, -2.3072], [2.3381, 0.9657, -1.9738], [3.6047, 1.3684, -2.3429], [4.5997, 0.4070, -2.4404], [4.2854, -0.9112, -2.1334], [2.9912, -1.2329, -1.7755], [2.0176, -0.3119, -1.7188], [-0.7315, 3.9578, -1.9122], [-3.0955, 4.6343, -2.0825], [-4.8987, 2.9902, -1.7872], [-4.3608, 0.6200, -1.2702], [-2.9727, -4.1571, -1.4313], [-1.5313, -5.8066, -2.6850], [0.5482, -4.9721, -3.7830], [1.1996, -2.5980, -3.4705], [3.7851, 2.4170, -2.5340], [5.6036, 0.6768, -2.7381], [5.0388, -1.6853, -2.1618], [2.7282, -2.2460, -1.4995], [-0.0379, -2.8697, 3.7352], [0.1974, -1.2988, 2.6291], [0.5375, -1.8327, 0.6118], [1.6244, -0.2575, 3.0656], [2.2824, 0.5478, 2.1407], [3.3130, 1.3746, 2.5583], [3.6903, 1.3953, 3.8936], [3.0412, 0.5844, 4.8130], [2.0086, -0.2450, 4.4029], [-1.2380, -0.1834, 2.5278], [-1.1938, 0.9923, 1.7825], [-2.2926, 1.8344, 1.7692], [-3.4250, 1.5096, 2.5053], [-3.4628, 0.3430, 3.2525], [-2.3670, -0.5089, 3.2691], [2.0002, 0.5250, 1.0953], [3.8261, 2.0049, 1.8430], [4.4938, 2.0422, 4.2200], [3.3414, 0.5931, 5.8522], [1.5018, -0.8891, 5.1093], [-0.3010, 1.2591, 1.2287], [-2.2671, 2.7495, 1.1906], [-4.2799, 2.1732, 2.4978], [-4.3465, 0.0937, 3.8250], [-2.3817, -1.4278, 3.8401]],
  "forces_ev_per_angstrom": [[0.20, -0.61, 0.89], [0.01, -0.01, -0.06], [0.14, -0.01, -0.06], [-0.05, 0.82, -0.03], [-0.72, -0.08, 0.11], [0.22, 0.01, 0.07], [-0.10, -0.04, 0.03], [0.00, 0.10, 0.02], [0.09, -0.29, 0.24], [0.09, 0.85, -0.34], [-0.91, -0.10, -0.01], [-0.22, -0.03, -0.08], [0.02, -0.10, -0.02], [-0.23, -0.36, -0.36], [-0.04, 0.12, 0.08], [0.07, 0.07, -0.02], [-0.06, 0.00, 0.04], [0.09, -0.15, -0.08], [-0.10, -0.52, -0.25], [0.15, 0.08, 0.01], [0.05, 0.01, 0.05], [-0.16, -0.07, 0.04], [0.07, 0.02, -0.02], [0.09, -0.06, -0.02], [1.29, 0.06, -0.66], [0.01, 0.01, -0.03], [0.03, 0.01, 0.01], [0.00, -0.02, 0.00], [-0.04, 0.02, -0.03], [0.00, -0.01, -0.01], [-0.02, 0.01, -0.02], [0.01, 0.01, -0.01], [0.00, 0.02, 0.05], [-0.04, 0.00, 0.00], [0.01, 0.02, 0.02], [-0.02, -0.01, 0.00], [-0.06, 0.02, -0.01], [0.08, 0.29, -0.33], [-0.29, 0.28, 0.81], [0.28, -0.14, -0.05], [-0.18, -0.18, -0.20], [0.04, 0.04, 0.11], [0.03, 0.05, -0.07], [-0.01, -0.02, 0.06], [0.01, 0.01, 0.00], [0.01, 0.02, -0.02], [0.23, -0.23, 0.12], [-0.09, -0.01, 0.11], [0.07, 0.09, -0.01], [-0.03, -0.04, 0.04], [-0.04, 0.01, 0.00], [-0.05, -0.01, -0.13], [0.02, 0.00, -0.01], [-0.01, -0.01, -0.01], [0.01, 0.00, -0.02], [-0.01, 0.00, 0.00], [0.02, 0.00, 0.01], [0.01, 0.06, 0.00], [0.01, -0.01, -0.01], [0.00, 0.00, -0.01], [0.01, 0.00, 0.00], [0.00, 0.01, 0.03]],
  "total_charge": 1,
  "spin_multiplicity": 2,
  "mol_weight_g_mol": 616.58,
  "gap_ha": [0.2216, 0.2408],
  "e_lumo_ev": [-4.77, -4.38],
  "e_homo_ev": [-10.8, -10.9]
}


{
  "formula": "C30H22N5O8SeW",
  "method": "the ωB97M-V functional and the def2-TZVPD basis",
  "elements": ["W", "C", "O", "C", "N", "C", "C", "C", "C", "C", "C", "C", "C", "C", "C", "C", "C", "N", "C", "N", "C", "C", "O", "C", "C", "C", "C", "C", "C", "H", "H", "H", "H", "H", "H", "H", "H", "H", "H", "H", "H", "H", "H", "H", "H", "H", "H", "H", "O", "C", "O", "C", "C", "C", "C", "C", "C", "N", "O", "O", "N", "O", "O", "H", "H", "H", "Se"],
  "coordinates": [[-0.1645, -0.9928, -1.1078], [-3.9049, -0.9299, -3.4806], [-2.7828, -1.4482, -4.2794], [-1.7041, -1.3115, -3.5459], [-1.8452, -0.7648, -2.3749], [-3.2843, -0.5851, -2.1084], [-3.6860, 0.7874, -1.6391], [-2.8221, 1.8702, -1.6256], [-3.2637, 3.1121, -1.1855], [-4.5741, 3.2781, -0.7614], [-5.4480, 2.1970, -0.7882], [-5.0035, 0.9578, -1.2227], [-0.3992, -1.7593, -3.9689], [-0.0881, -2.4885, -5.1012], [1.2050, -2.9630, -5.2642], [2.1585, -2.6965, -4.2668], [1.7793, -1.9610, -3.1792], [0.5246, -1.4853, -3.0314], [2.5918, -1.5948, -2.0153], [2.0359, -1.0267, -1.0115], [3.0883, -0.5788, -0.0794], [4.3468, -1.2384, -0.6974], [3.8959, -1.7584, -2.0069], [2.8764, -0.9439, 1.3640], [3.4760, -0.1400, 2.3308], [3.3503, -0.4500, 3.6773], [2.6087, -1.5596, 4.0690], [2.0121, -2.3627, 3.1057], [2.1521, -2.0610, 1.7554], [-4.6653, -1.7029, -3.4500], [-4.2806, -0.0506, -3.9941], [-3.5446, -1.3220, -1.3499], [-1.8057, 1.7636, -1.9845], [-2.5813, 3.9532, -1.1829], [-4.9171, 4.2450, -0.4168], [-6.4747, 2.3168, -0.4660], [-5.6894, 0.1144, -1.2247], [-0.8611, -2.6853, -5.8329], [1.4680, -3.5495, -6.1330], [3.1723, -3.0668, -4.3381], [3.1347, 0.5059, -0.1631], [4.7053, -2.0774, -0.1102], [5.1556, -0.5431, -0.8939], [4.0418, 0.7387, 2.0312], [3.8268, 0.1761, 4.4216], [2.5040, -1.7983, 5.1196], [1.4378, -3.2320, 3.4016], [1.7003, -2.7084, 1.0139], [0.1910, 0.9841, -0.5364], [-0.3999, 0.6609, 0.5344], [-1.2744, -0.2282, 0.4598], [-0.0600, 1.2907, 1.8393], [-0.6608, 0.8154, 2.9876], [-0.3120, 1.4107, 4.1807], [0.5918, 2.4446, 4.2657], [1.1557, 2.8820, 3.0886], [0.8537, 2.3260, 1.8636], [2.1775, 3.9619, 3.1576], [2.3690, 4.4634, 4.2401], [2.8016, 4.1925, 2.1468], [-0.9173, 0.8983, 5.4351], [-1.8885, 0.1858, 5.3234], [-0.3312, 1.1454, 6.4639], [-1.3731, 0.0026, 2.9605], [0.8580, 2.8837, 5.2160], [1.3210, 2.6938, 0.9604], [-0.5600, -3.1933, -0.5952]],
  "forces_ev_per_angstrom": [[0.75, -3.18, -3.20], [0.22, -0.09, -0.18], [-0.23, -0.15, 0.11], [-0.06, 0.18, -0.39], [0.11, 0.32, 0.43], [0.14, 0.10, -0.28], [-0.11, -0.01, 0.20], [0.08, 0.06, -0.18], [-0.05, 0.02, 0.03], [0.01, -0.05, -0.02], [0.03, 0.00, -0.02], [-0.07, 0.03, 0.11], [-0.46, -0.04, -0.29], [-0.01, 0.00, -0.29], [0.08, 0.07, 0.19], [0.03, -0.15, -0.43], [0.50, 0.21, 0.49], [-0.08, 0.09, 1.15], [0.23, -0.39, -1.08], [-0.79, 0.23, 0.68], [0.13, -0.18, -0.21], [-0.08, -0.01, -0.29], [0.11, 0.22, 0.50], [-0.02, 0.18, 0.09], [-0.04, 0.09, 0.08], [-0.05, 0.00, 0.00], [-0.01, 0.02, -0.10], [0.00, 0.03, 0.02], [0.05, -0.13, 0.02], [0.00, -0.04, 0.01], [-0.02, 0.06, -0.03], [-0.15, -0.08, 0.05], [0.00, -0.02, 0.05], [-0.02, -0.02, 0.00], [0.01, -0.02, -0.01], [0.04, 0.00, -0.01], [0.06, 0.05, 0.01], [0.03, -0.02, 0.03], [0.01, 0.03, 0.03], [-0.02, 0.00, -0.01], [0.08, 0.13, 0.00], [-0.02, -0.12, 0.00], [0.03, 0.02, 0.00], [-0.04, -0.05, 0.01], [-0.01, -0.02, -0.02], [0.00, 0.00, -0.02], [0.02, 0.03, -0.01], [0.01, 0.05, 0.04], [0.81, 0.92, -0.21], [-0.28, 2.02, 1.78], [-0.89, -0.68, 1.24], [-0.17, -0.25, -0.91], [-0.14, -0.06, 0.33], [-0.32, -0.07, 0.21], [0.07, 0.06, 0.17], [0.23, 0.33, -0.16], [0.22, 0.27, 0.13], [0.15, -0.58, 0.26], [-0.11, 0.19, -0.02], [-0.07, 0.16, -0.24], [0.49, -0.58, -0.18], [-0.21, 0.13, -0.02], [-0.11, 0.29, 0.09], [0.01, 0.03, 0.00], [0.00, 0.00, 0.00], [-0.01, -0.02, 0.03], [-0.06, 0.39, 0.24]],
  "total_charge": 1,
  "spin_multiplicity": 3,
  "mol_weight_g_mol": 843.33,
  "gap_ha": [0.2009, 0.2696],
  "e_lumo_ev": [-4.25, -4.36],
  "e_homo_ev": [-9.7, -11.7]
}


| no. | energy (hartree) | strongest force on any atom (eV/Å) |
| --- | --- | --- |
| 1 | -3609.03101 | 1.0 |
| 2 | -3607.58666 | 1.5 |
| 3 | -4500.33268 | 4.6 |